Entry from the Open Molecules 2025 dataset: 8 unconnected molecules or ions with the total composition C32H75BrF9N15O9PS2 (wB97M-V/def2-TZVPD).

```
144
Properties=species:S:1:pos:R:3:forces:R:3:mulliken_charge:R:1
C 2.688380 5.168943 3.686565 -0.084 0.181 0.586 -1.108
C 2.683982 4.247407 4.899155 -0.568 -0.152 -0.318 -1.045
C 2.480908 2.761163 4.574737 0.260 -0.151 0.728 -0.353
C 3.779831 1.920530 4.559238 0.214 1.064 -0.248 0.107
C 5.060316 2.717010 4.205737 -0.148 -0.936 -0.663 -1.734
C 3.691263 0.573535 3.835526 0.502 -0.438 0.736 0.374
O 3.120838 -0.295729 4.788348 -0.623 0.306 -0.362 -0.341
C 2.877359 -1.595647 4.346320 0.360 -1.102 0.007 0.569
C 2.067615 -2.318749 5.436156 -0.046 0.932 -0.229 -1.274
C 0.967765 -1.427191 6.056065 -0.174 -0.961 0.436 -0.646
C -0.426224 -1.475254 5.450938 0.059 0.840 0.240 -0.122
C -1.510145 -1.017775 6.441253 0.328 0.766 -0.810 -0.852
C -2.661320 -0.305123 5.714880 -0.730 -0.328 0.496 -0.801
C -4.057675 -0.882897 5.994183 0.404 -0.114 -0.502 -0.617
C -4.978356 -0.595529 4.818893 -0.516 0.036 0.537 -0.831
C -6.461803 -0.682447 5.131471 -0.249 0.323 -0.759 -0.667
C -7.274676 -0.391182 3.860184 0.096 -0.788 0.480 -0.736
C -8.701302 0.049386 4.141799 0.066 0.504 -0.661 -0.983
C -8.881875 1.562883 4.291749 -0.493 -0.259 -0.152 -0.566
O -7.855576 2.284963 3.658428 0.172 -0.038 0.195 -0.257
C -8.120570 3.668743 3.700103 0.233 0.243 0.146 -0.676
C 2.149428 -1.698803 3.010247 -0.240 0.599 0.548 -1.230
N 2.824505 -0.852730 1.902813 -0.645 -0.052 1.011 0.546
Br 1.544016 -0.830274 0.474835 0.222 -0.008 -0.059 0.131
C 4.130065 -1.485511 1.537637 0.452 -0.553 -0.357 -0.621
C 4.930618 -1.064795 0.307273 -0.468 0.151 0.306 -2.071
C 4.562054 -1.358454 -1.153834 0.785 0.656 -0.189 1.022
F 3.800245 -0.364456 -1.665494 -0.506 -0.276 0.239 -0.185
F 5.748520 -1.247156 -1.815415 -0.040 -0.050 -0.044 -0.317
C 4.046353 -2.777913 -1.523583 0.218 -1.047 0.071 0.400
F 5.118781 -3.592202 -1.489746 -0.319 0.467 0.047 -0.272
F 3.191929 -3.298058 -0.611489 -0.036 0.799 -0.215 -0.164
S 3.228019 -2.970646 -3.258750 0.517 -1.935 -0.642 1.582
F 4.091654 -1.840555 -3.903060 -0.139 0.695 0.284 -0.328
F 2.058663 -1.994775 -2.883191 -0.022 0.478 0.239 -0.239
F 2.382419 -4.198102 -2.720819 -0.359 0.068 0.438 -0.320
F 4.332237 -4.008647 -3.685494 0.358 -0.039 -0.039 -0.314
F 2.541305 -3.217974 -4.672079 -0.213 0.426 0.003 -0.301
C 2.870392 0.538246 2.540946 0.621 0.373 -0.281 -0.800
P 3.141513 1.970365 1.362132 -1.564 1.185 -0.955 0.632
S 1.469031 2.877666 0.919578 0.075 -0.358 0.277 -0.366
H 1.760093 5.043875 3.143551 -0.062 -0.151 -0.342 0.263
H 3.536263 5.042439 3.022363 0.085 -0.030 -0.199 0.244
H 2.680691 6.193269 4.042667 0.208 0.278 -0.078 0.419
H 1.816286 4.533002 5.485113 -0.117 0.166 0.199 0.531
H 3.532512 4.396770 5.557781 0.297 0.017 0.003 0.346
H 1.853066 2.655409 3.694378 0.050 0.121 -0.262 0.398
H 1.892023 2.371607 5.399990 -0.268 -0.326 -0.022 0.089
H 3.935448 1.640673 5.592722 -0.015 -0.404 0.175 0.437
H 4.872585 3.576122 3.579808 0.062 0.404 0.183 0.328
H 5.622881 2.972938 5.090966 -0.017 0.372 0.167 0.367
H 5.710105 2.064671 3.623344 0.304 0.010 -0.066 0.440
H 4.718621 0.228982 3.695012 0.195 0.043 -0.454 0.187
H 3.832455 -2.127805 4.253548 0.178 -0.008 -0.044 0.211
H 1.696786 -3.242859 5.004511 -0.310 -0.212 0.097 0.497
H 2.767635 -2.573738 6.224020 0.178 -0.106 0.061 0.404
H 1.287503 -0.394816 6.127854 0.201 0.135 -0.012 0.153
H 0.862730 -1.762687 7.085426 0.060 -0.090 0.222 0.479
H -0.466073 -0.759755 4.629652 -0.011 -0.125 -0.395 0.181
H -0.670436 -2.449394 5.086417 -0.071 -0.733 -0.493 0.172
H -1.042489 -0.280911 7.089913 0.028 -0.135 0.457 0.438
H -1.876839 -1.855048 7.022524 0.019 -0.109 0.265 0.513
H -2.535889 -0.320860 4.635936 0.273 -0.116 -0.211 0.445
H -2.697045 0.742642 5.998695 0.152 0.257 -0.051 0.277
H -4.470796 -0.474767 6.912205 -0.063 0.051 0.187 0.317
H -3.965295 -1.960798 6.124925 -0.104 -0.166 0.121 0.441
H -4.791751 0.411918 4.451177 0.106 0.188 -0.106 0.431
H -4.779737 -1.281526 3.997433 0.271 -0.085 -0.170 0.248
H -6.745620 -1.673081 5.474870 0.056 -0.173 0.347 0.313
H -6.752713 0.043132 5.887755 0.150 0.087 0.297 0.364
H -7.331063 -1.319118 3.293541 0.083 -0.158 -0.170 0.420
H -6.727730 0.306318 3.237517 -0.168 0.345 -0.089 0.502
H -9.097003 -0.429502 5.030630 -0.001 -0.212 0.203 0.340
H -9.325589 -0.277496 3.315122 -0.126 -0.066 -0.142 0.394
H -9.831568 1.838646 3.824611 -0.218 0.055 0.034 0.378
H -8.985545 1.828807 5.346651 0.326 0.239 0.171 0.383
H -7.201394 4.223594 3.565164 0.251 -0.088 -0.186 0.218
H -8.522072 3.953052 4.672068 -0.216 0.052 0.140 0.327
H -8.811299 3.975480 2.913759 -0.247 -0.068 -0.055 0.234
H 1.996259 -2.722782 2.703172 0.289 -0.361 -0.349 0.575
H 1.150568 -1.298292 3.126139 -0.221 0.284 -0.115 0.404
H 3.986263 -2.556375 1.543452 -0.448 -0.245 -0.186 0.928
H 4.788068 -1.334805 2.382551 0.013 0.343 0.248 0.387
H 5.912658 -1.502057 0.444619 0.138 -0.326 0.068 0.472
H 5.118495 0.001290 0.346359 0.058 0.245 -0.236 0.474
H 1.845120 0.718975 2.844292 -0.285 0.037 -0.095 0.438
H 4.024429 2.890907 1.931308 0.445 -0.577 0.137 0.004
H 3.724476 1.528965 0.164895 0.455 -0.328 0.380 -0.062
C 1.865218 4.177936 -3.476559 -0.093 -0.209 0.000 0.575
O 2.333642 5.277575 -3.274323 0.026 0.061 0.047 -0.635
N 1.773532 3.623106 -4.724407 0.163 0.158 -0.105 -0.404
N 1.389241 3.383947 -2.461212 0.068 0.035 -0.012 -0.163
H 1.392832 2.714099 -4.902209 -0.070 0.033 -0.020 0.145
H 2.111442 4.172461 -5.496513 -0.081 0.024 -0.021 0.245
H 1.448315 3.746696 -1.528494 0.002 -0.022 0.039 0.101
H 0.997021 2.473748 -2.605105 -0.031 0.019 -0.021 0.108
C -0.429330 -4.641530 1.664751 -0.018 -0.164 -0.071 0.700
O 0.166711 -4.232427 2.655042 0.235 0.251 0.506 -0.627
N -0.070575 -4.241367 0.425784 0.108 0.048 -0.507 -0.082
N -1.461811 -5.518112 1.739699 -0.074 -0.052 0.140 -0.432
H -0.504349 -4.550904 -0.428981 -0.105 0.186 -0.069 0.160
H 0.689518 -3.588425 0.380312 -0.071 -0.110 -0.123 -0.060
H -1.738326 -5.830600 2.652165 0.006 0.000 -0.016 0.236
H -1.954169 -5.859907 0.935619 0.018 0.052 -0.024 0.158
C 3.815609 3.108133 -8.209969 0.036 -0.060 0.038 0.464
O 4.263059 4.225121 -8.003313 -0.025 0.054 0.026 -0.668
N 3.746231 2.562541 -9.458297 -0.089 0.070 -0.243 -0.310
N 3.345601 2.309982 -7.206202 -0.412 0.138 0.363 -0.215
H 3.393129 1.638715 -9.626314 0.120 -0.094 0.180 0.198
H 4.081142 3.118780 -10.221619 0.012 0.042 0.040 0.198
H 3.394188 2.683417 -6.277574 0.183 0.036 -0.021 0.217
H 2.971328 1.382978 -7.350744 0.408 0.132 -0.163 0.273
C 2.874180 -1.306306 -8.440050 -0.003 -0.248 -0.137 0.624
O 3.350042 -0.187133 -8.260558 -0.230 -0.325 -0.115 -0.765
N 2.769699 -1.874644 -9.660154 0.190 0.022 0.080 -0.307
N 2.417087 -2.065608 -7.398095 -0.089 0.120 0.051 -0.268
H 2.377565 -2.787497 -9.822584 -0.207 0.121 -0.134 0.183
H 3.102440 -1.345823 -10.444472 0.003 -0.022 -0.014 0.187
H 2.485896 -1.674789 -6.479232 0.065 -0.008 0.004 0.094
H 2.029884 -2.983069 -7.513394 0.049 -0.015 -0.078 0.169
C -1.743058 -3.430054 -3.514259 0.243 -0.179 -0.169 0.631
O -1.546318 -3.812957 -2.370311 -0.152 0.016 0.441 -0.646
N -2.941434 -2.952089 -3.946100 0.044 0.017 0.127 -0.398
N -0.735487 -3.480919 -4.432033 -0.027 0.172 -0.172 -0.283
H -3.109482 -2.642363 -4.884165 0.029 -0.022 -0.014 0.160
H -3.690025 -2.916281 -3.279096 -0.004 -0.015 -0.008 0.234
H 0.143192 -3.833608 -4.103792 0.016 -0.067 -0.062 0.101
H -0.824797 -3.195476 -5.388879 -0.044 -0.004 -0.006 0.151
C -0.007213 -3.254777 -11.912238 -0.083 0.010 -0.173 0.657
O 0.721298 -3.522389 -10.966921 0.057 -0.058 0.137 -0.689
N -1.135809 -2.502710 -11.771082 0.004 -0.006 0.076 -0.379
N 0.255256 -3.688096 -13.176430 0.071 -0.015 0.025 -0.390
H -1.746726 -2.271240 -12.530996 0.014 -0.012 -0.017 0.172
H -1.353132 -2.168333 -10.851711 0.007 0.015 -0.004 0.209
H 1.078629 -4.244891 -13.310216 -0.010 -0.012 -0.004 0.219
H -0.326463 -3.481671 -13.965920 -0.014 0.009 0.011 0.169
C -5.818117 5.153319 0.801535 -0.032 0.014 -0.128 0.686
O -5.854470 5.412818 1.989033 0.057 0.021 0.064 -0.633
N -6.854911 5.439129 -0.043499 -0.027 -0.013 0.023 -0.392
N -4.735140 4.555712 0.213589 0.031 -0.050 0.017 -0.373
H -6.845268 5.236122 -1.024284 0.020 0.000 0.000 0.160
H -7.662154 5.879630 0.355960 0.009 0.012 0.007 0.215
H -3.957600 4.336160 0.806522 -0.008 0.021 0.014 0.192
H -4.683321 4.336592 -0.762341 -0.023 0.031 -0.006 0.150
```
Positions in Å, forces in eV/Å.

As for the total energy: -200635.8192 eV. Its LUMO energy is -0.1695 hartree. The gap between HOMO and LUMO comes out at 5.8 eV. The HOMO energy is -10.4 eV. The charge is +1.